A 7-piece molecular cluster, C21H40N7O9 overall, computed with the ωB97M-V functional and the def2-TZVPD basis.

## Properties
**Electronic energy**: -51252.079 eV
**HOMO-LUMO gap**: 3.6 eV
**Spin multiplicity**: 1
**Relative energy (zero: lowest compared OMol25 entry of this formula, charge and spin)**: 1.7857 eV
**Charge**: +1
**E_LUMO**: -6.505 eV

Positions of all 77 atoms, in Å:
C: 2.2334 -0.8318 1.2940
H: 0.5744 5.6822 2.5980
H: 3.4334 -1.1788 1.3000
C: 2.3184 -0.9478 -1.0740
O: 4.8454 1.7542 -0.9060
H: -1.2006 1.4072 0.1570
H: -0.9746 4.9322 6.5700
H: -1.5146 -4.2468 -2.5650
H: -5.0136 -0.1668 1.1630
H: -1.5216 0.2152 -3.2000
H: 0.1154 1.1792 2.1560
C: -5.1176 -0.9738 0.6510
C: -1.2716 0.1432 -4.3450
H: 1.8804 -1.2048 -2.0770
H: -2.1386 -2.5508 0.9880
H: -5.2146 -0.3748 -1.7550
C: -5.0766 -2.5678 -1.1450
H: -0.1836 -0.1208 -4.7040
H: -2.3926 0.1212 -0.2310
H: 0.8174 -3.5288 -0.5960
H: 2.2844 0.1752 1.2400
H: 2.9054 3.0252 -3.1760
C: 1.4664 -1.4198 0.1390
H: -1.6616 2.6432 4.9260
O: -1.0516 -5.6788 -0.4760
O: -0.4036 2.2262 -4.8110
C: -5.2526 -1.0678 -0.8420
H: -1.1936 -5.4098 -3.8170
N: 5.9254 2.2832 -0.5430
H: 1.3314 -3.3008 1.1510
H: 1.1244 -1.7188 2.7310
H: 2.4034 0.1102 -1.2200
H: -4.9866 -3.1298 -2.1520
C: -1.5476 -1.8068 1.6280
C: -0.6816 4.8592 5.5880
H: 2.5884 -3.5208 -0.1470
C: 6.9554 1.4552 0.0330
C: -1.0276 -5.1648 -2.7180
C: -1.0506 3.6302 4.7050
H: -2.3456 1.0222 1.2810
H: -2.2166 -1.5578 2.3860
H: 1.9324 -0.2048 3.2620
H: 6.9274 0.3332 0.0040
H: 1.6534 3.1362 -4.0270
H: -4.6326 -4.1928 0.3420
N: 0.1484 -0.9458 -0.0620
O: -0.4376 -0.9448 -1.1950
H: -0.4306 -0.1418 2.9990
H: 0.1064 -5.1548 -2.7260
N: -1.3726 1.5852 -4.7000
H: 6.9884 1.9452 1.1380
C: -0.7436 -0.5398 1.0020
O: 6.2044 3.4742 -0.6360
C: 1.6024 -2.9408 0.1310
N: 0.1634 5.1142 3.3470
H: 0.6014 6.6182 4.9170
H: 3.3014 -1.2438 -1.0970
C: -0.5116 3.8432 3.3970
O: -2.0626 -6.9208 -1.8510
C: 1.4154 -0.8108 2.4310
O: -2.5276 2.1162 -4.6280
C: 0.0974 0.0092 2.1870
H: -2.1246 -0.2828 -4.8370
C: 0.1244 5.5912 4.6380
N: -4.8596 -3.2248 0.0360
C: 2.0264 3.5142 -2.9510
N: 1.1934 3.2472 -1.8990
C: -1.7096 0.5992 0.5790
H: -4.8836 -2.7848 2.3110
H: -0.9776 -2.6988 2.1680
H: -0.3816 3.3942 2.3460
O: 1.3454 3.9342 -0.9280
H: 7.7384 1.7162 -0.4990
C: -4.9906 -2.3698 1.2340
H: 1.8754 4.5452 -3.1990
N: -1.4496 -5.9548 -1.5190
O: 0.4864 2.2452 -1.9020

Atomic forces in eV per Å
3.324 -1.722 -1.364
-0.419 -1.046 0.402
-3.600 0.317 0.207
-2.917 0.792 -2.960
1.758 1.054 0.620
1.209 1.123 -0.928
-0.148 0.667 1.919
0.065 1.732 0.188
0.111 5.052 3.222
1.024 -0.642 -2.145
0.852 -2.102 -0.380
-0.479 -8.888 -4.437
1.252 1.040 1.042
0.227 -0.459 1.020
0.605 1.938 -0.275
-0.364 -0.723 2.123
0.401 2.596 0.326
-2.429 -0.110 1.124
0.897 1.157 1.281
1.627 1.820 1.675
1.055 3.527 -1.895
2.648 -0.613 1.552
5.078 -0.267 -3.211
1.401 2.461 -0.182
1.446 1.818 4.824
3.032 1.262 -0.927
1.596 -4.468 0.647
-0.854 -0.994 1.886
-2.753 0.308 -1.501
0.186 0.042 -0.667
-1.028 -3.507 1.824
-0.352 1.015 0.770
-0.332 1.194 2.010
1.580 -4.227 -1.404
1.734 -2.808 -7.811
-1.463 2.257 0.504
-2.096 -0.898 5.273
2.585 0.621 -1.604
0.384 0.265 -1.067
-0.901 0.051 2.048
-1.080 1.482 1.028
-0.698 -1.379 -0.791
-1.066 1.276 0.096
-0.676 0.203 2.480
-0.585 0.831 -1.642
-5.421 -0.131 -4.475
3.608 -0.389 4.132
-2.908 -0.836 4.060
-1.292 0.603 0.679
-5.088 1.059 1.644
0.451 -1.676 -2.481
-1.073 0.790 3.660
-0.713 -1.533 0.003
-2.024 -4.375 -0.654
-0.878 -1.193 3.118
-0.883 -2.071 -0.861
2.117 -1.360 0.614
0.650 1.355 -0.808
-1.842 -2.075 0.583
-0.812 4.385 4.083
2.159 -1.772 -0.507
2.774 1.598 -3.533
0.027 -0.801 -0.295
-0.823 2.495 3.017
-0.605 0.991 3.906
-1.875 1.328 -7.670
-0.582 -2.873 2.661
-0.963 -3.733 -3.454
-0.224 0.845 -2.350
0.124 2.341 -0.970
-1.009 -0.148 2.181
-0.378 1.067 0.935
4.344 1.417 -2.031
0.515 2.520 -3.768
1.275 0.882 0.486
-0.109 -1.611 -6.569
-0.379 -0.142 -0.239

Just the Löwdin charges please, in e? Sure, here they are: -0.180 0.151 0.228 -0.016 0.017 0.056 0.043 0.059 -0.005 0.120 0.148 -0.086 0.039 0.111 0.093 0.098 -0.137 0.142 0.114 0.129 0.089 0.084 -0.463 0.106 0.102 0.068 -0.063 0.122 -0.438 0.086 0.065 0.073 0.121 0.023 -0.039 0.146 0.026 0.022 -0.102 0.077 0.055 0.175 0.120 0.144 0.150 0.060 0.181 0.061 0.112 -0.462 0.176 -0.371 0.083 -0.003 -0.020 0.133 0.065 -0.166 0.098 -0.184 0.019 -0.074 0.080 -0.182 -0.067 -0.008 -0.455 0.010 0.122 0.128 0.100 0.103 0.035 -0.079 0.113 -0.511 0.034